[1]
75
Properties=species:S:1:pos:R:3:forces:R:3 method="wB97M-V/def2-TZVPD" gap_ev=8.3
S -5.008110 -1.268640 7.650905 0.5 0.2 0.0
C -4.296801 -0.785995 6.342311 -0.8 0.4 -0.3
N -3.922849 -0.417115 5.244031 0.5 -1.1 0.2
C -3.743548 -1.470264 4.267624 -0.4 0.3 0.1
C -4.699285 -2.420078 4.078232 0.2 -0.3 -0.4
C -4.496152 -3.459386 3.119586 -0.5 -0.3 0.0
C -3.383256 -3.589439 2.356157 0.3 0.3 0.1
C -2.373293 -2.596858 2.519860 -0.4 -0.3 0.1
N -1.196034 -2.531679 1.871001 -0.3 0.6 0.5
S -0.498440 -1.203766 2.441500 0.5 0.1 -0.3
N -1.549367 -0.660204 3.509189 -0.3 -0.6 -0.3
C -2.572300 -1.539532 3.469299 0.4 0.5 -0.1
H -5.627307 -2.424894 4.633693 0.1 0.2 0.1
H -5.289865 -4.188954 2.998184 0.0 0.0 0.1
H -3.252294 -4.403897 1.657814 0.0 0.1 0.0
C -1.819943 3.321271 -1.772835 0.1 0.0 0.1
C -2.345485 2.161502 -0.944323 -0.1 0.1 -0.1
O -1.328321 1.420597 -0.291452 0.1 -0.2 0.0
C -0.524506 2.136638 0.627329 0.0 0.1 0.1
C -1.302179 2.750301 1.779228 -0.1 0.0 -0.1
H -1.107567 2.964102 -2.519012 0.0 0.0 0.0
H -2.643773 3.819993 -2.284948 0.0 0.0 0.0
H -1.308619 4.065484 -1.160188 -0.1 0.0 0.0
H -2.856232 1.458604 -1.603396 0.1 -0.1 0.1
H -3.092028 2.504055 -0.219245 0.0 0.1 0.0
H 0.068195 2.898299 0.107319 0.0 0.0 0.0
H 0.187606 1.411949 1.025615 0.0 -0.1 -0.1
H -2.021180 3.495116 1.434933 0.1 0.1 0.0
H -0.620880 3.241922 2.474754 0.0 0.0 0.0
H -1.856978 1.980973 2.318629 0.0 0.0 0.0
C 2.529056 -2.958480 2.463752 0.1 0.0 0.1
C 3.147186 -1.577807 2.609755 0.0 -0.1 -0.1
O 3.833040 -1.379544 3.832233 -0.1 0.2 0.1
C 4.922936 -2.248035 4.080157 0.1 -0.1 0.0
C 6.026672 -2.165117 3.038775 -0.1 0.1 -0.1
H 1.840080 -3.160049 3.285891 0.0 0.0 0.0
H 1.980344 -3.032327 1.523591 0.0 0.0 0.0
H 3.286123 -3.743641 2.470957 0.0 0.0 -0.1
H 2.357655 -0.827267 2.586698 0.1 0.1 0.1
H 3.808276 -1.357803 1.764079 0.0 -0.1 0.0
H 4.571938 -3.279932 4.193374 0.0 0.0 -0.1
H 5.321670 -1.949718 5.050225 -0.1 0.1 0.0
H 5.679866 -2.466418 2.049038 0.0 -0.1 0.0
H 6.854351 -2.819726 3.314043 0.0 0.0 0.0
H 6.399926 -1.142513 2.959962 0.0 0.0 0.0
C -6.113588 -0.039595 -5.491459 0.1 -0.1 0.0
C -5.560228 1.050629 -4.590110 -0.1 0.0 -0.1
O -4.360086 0.695587 -3.927424 0.1 0.0 0.2
C -3.259500 0.373546 -4.760785 0.1 0.0 -0.1
C -2.835031 1.506462 -5.679683 -0.1 0.1 0.0
H -6.283835 -0.954588 -4.922326 0.0 0.0 0.0
H -7.059099 0.280048 -5.930961 0.0 0.0 0.0
H -5.431897 -0.280994 -6.308040 0.0 0.1 0.0
H -6.280262 1.263018 -3.799359 0.1 0.0 0.1
H -5.426113 1.984472 -5.147721 0.0 0.0 -0.1
H -3.467866 -0.537126 -5.332937 0.0 0.0 -0.1
H -2.434010 0.134783 -4.088957 -0.1 0.0 0.1
H -3.622057 1.779360 -6.384095 0.0 -0.1 -0.1
H -1.958121 1.213893 -6.258186 0.0 0.0 0.0
H -2.590451 2.397085 -5.098251 0.0 0.0 0.0
C 4.887372 1.793192 -3.204543 0.1 0.0 0.0
C 4.404841 0.610635 -2.382154 -0.1 0.1 0.0
O 5.444772 -0.114671 -1.750883 0.0 -0.2 0.0
C 6.244799 0.610284 -0.834609 0.1 0.1 0.1
C 5.468505 1.198615 0.330287 -0.1 0.0 0.0
H 5.597588 1.464489 -3.964703 0.0 0.0 0.0
H 4.043800 2.275911 -3.699306 0.0 0.0 0.0
H 5.386137 2.543497 -2.589545 -0.1 0.0 0.0
H 3.904937 -0.103410 -3.037012 0.1 -0.1 0.0
H 3.659858 0.929479 -1.644222 0.0 0.1 0.0
H 6.813482 1.389029 -1.355407 0.0 0.0 0.0
H 6.976839 -0.103390 -0.454646 0.0 -0.1 -0.1
H 4.728750 1.930018 0.001508 0.1 0.1 0.0
H 6.145209 1.700156 1.023062 0.0 0.0 0.0
H 4.936466 0.413936 0.869873 0.0 0.0 0.0



[2]
94
Properties=species:S:1:pos:R:3:forces:R:3 method="wB97M-V/def2-TZVPD" e_above_lowest_ev=2.957 gap_ev=10.1
C 13.392400 4.456570 16.143720 0.1 -0.8 0.5
N 13.152090 3.368430 17.166470 -0.6 -2.0 2.0
O 14.074900 2.701840 17.647380 -0.9 1.4 -1.1
O 11.958120 3.145490 17.503450 2.2 1.0 -1.1
H 14.415890 4.473760 15.769180 -0.1 -0.6 0.2
H 13.253180 5.393670 16.682760 -0.7 0.0 -0.4
H 12.683290 4.132860 15.381830 -0.1 1.0 -0.1
C 9.138000 6.955680 22.369080 -0.4 -0.3 -1.2
N 8.849690 8.129270 21.441520 1.6 0.5 1.7
O 9.736070 8.433720 20.654610 -1.5 0.0 0.2
O 7.831290 8.762980 21.725190 0.8 -0.5 -1.2
H 9.213780 7.299690 23.400590 -0.5 0.1 -0.3
H 10.051100 6.436800 22.077350 -0.1 0.4 -0.2
H 8.294740 6.311930 22.118880 0.1 -0.2 0.8
C 10.330210 5.972720 12.351120 -0.8 -1.7 -0.2
N 11.331580 6.919470 12.961350 -0.2 1.4 -0.9
O 11.253520 8.078110 12.520460 0.6 -2.1 1.1
O 12.156350 6.512050 13.797070 -1.6 0.5 -1.4
H 9.402180 5.847150 12.908880 0.5 0.4 1.1
H 10.733550 4.967180 12.231510 0.5 0.2 0.4
H 9.860780 6.207990 11.395930 1.1 1.1 -0.2
C 6.002760 8.866730 18.833160 0.9 -0.1 0.2
N 6.212580 10.338540 18.727820 -0.5 0.8 -0.3
O 6.773320 10.750440 17.703990 -0.6 -0.3 1.4
O 5.706540 11.028750 19.604200 0.8 -0.4 -1.0
H 6.026620 8.571860 19.882250 -0.4 0.5 -0.3
H 6.854460 8.391630 18.346340 -0.3 0.0 -0.2
H 5.047530 8.675590 18.344190 0.1 -0.1 0.2
C 5.337840 6.421500 21.500930 -1.6 0.7 0.1
N 4.405810 7.369540 22.236500 -0.4 1.4 3.5
O 3.811360 8.232910 21.620750 0.5 -0.9 -0.9
O 4.304060 7.327040 23.491200 0.7 -1.0 -2.5
H 5.761310 5.677520 22.175660 0.1 0.5 0.0
H 6.009200 7.090340 20.962380 0.2 -0.6 0.3
H 4.622410 5.967100 20.815530 0.4 -0.2 -0.3
O 7.685600 6.111920 19.189360 -0.2 0.3 0.1
C 7.951700 5.446650 18.224520 -1.4 -1.0 1.3
O 7.211570 4.341280 17.937400 -0.2 0.2 2.2
C 7.687820 3.581150 16.835940 -2.1 1.6 -0.7
C 8.797610 4.428900 16.320840 2.9 -1.4 -1.6
C 9.037180 5.577200 17.278520 0.3 0.4 -1.0
H 6.785790 3.712700 16.238320 0.3 -1.1 -0.9
H 7.883910 2.530540 17.050100 0.1 0.3 0.3
H 8.748490 4.704910 15.267510 -0.8 0.5 0.1
H 9.637860 3.743870 16.207600 0.6 0.3 0.5
H 8.899020 6.523290 16.755130 0.3 0.2 0.2
H 9.939820 5.608860 17.888720 0.3 -0.2 -0.5
O 8.455990 3.866050 21.890530 0.3 0.8 -0.4
C 7.411050 3.277030 21.854070 0.6 1.8 -2.8
O 7.094480 2.479800 22.793990 -1.8 -2.9 1.9
C 5.975520 1.620390 22.376030 0.3 -0.1 1.7
C 5.273360 2.336830 21.252630 0.1 -1.7 -0.3
C 6.364210 3.253770 20.698990 -0.4 0.3 0.8
H 5.348680 1.477660 23.256250 0.0 0.2 0.0
H 6.357260 0.624070 22.153030 0.3 0.2 -0.3
H 4.315240 2.648030 21.668870 0.2 1.1 -0.5
H 5.035560 1.542150 20.545500 -0.2 0.2 -0.3
H 5.981630 4.234650 20.416850 0.5 0.0 0.1
H 6.842050 2.864740 19.799860 -0.1 -0.1 0.1
O 8.533560 8.267560 13.544170 -1.7 0.6 1.0
C 7.431570 8.501290 14.027640 2.0 -1.2 -2.3
O 7.190110 8.302250 15.326950 -1.8 0.2 1.0
C 5.699420 8.457430 15.528830 1.9 1.0 2.2
C 5.184960 8.207020 14.243950 -2.9 -0.1 -3.6
C 6.144550 8.811540 13.209040 0.8 -0.6 2.3
H 5.465700 9.465570 15.871090 0.6 0.2 0.1
H 5.204090 7.791310 16.235260 1.1 -0.3 0.4
H 4.217310 8.707890 14.214400 -0.4 -0.3 -0.4
H 5.008200 7.137950 14.125810 0.2 0.0 -0.5
H 6.053200 9.897610 13.222800 -0.2 0.0 -0.5
H 6.146590 8.347640 12.222680 0.1 0.3 0.2
O 10.726310 2.717920 13.329890 -2.5 -3.1 1.5
C 10.060330 1.698280 13.604900 0.8 1.8 -0.9
O 9.176300 1.542540 14.640950 1.4 2.7 1.0
C 8.756510 0.235240 14.818630 -1.4 -2.2 0.0
C 9.556050 -0.584500 13.840720 -1.4 -1.5 0.4
C 9.896890 0.414180 12.830170 2.6 0.7 -1.6
H 7.683980 0.168750 14.635960 -0.1 0.3 -0.5
H 8.790570 -0.231800 15.802910 0.8 1.1 0.4
H 8.939830 -1.396730 13.455170 0.1 -0.1 0.0
H 10.431710 -1.049860 14.293210 0.1 0.3 0.0
H 9.208700 0.639580 12.015490 -0.3 -0.3 0.1
H 10.849890 0.115950 12.393200 0.0 0.4 -0.5
C 9.557000 0.099780 19.048050 1.6 0.5 1.0
C 8.647360 -0.034420 20.222790 -0.7 0.6 1.4
O 7.552560 -0.767970 19.717690 -2.5 -1.4 0.2
S 7.552220 -0.986820 18.132420 -0.9 1.3 -1.4
O 6.963690 0.246100 17.493530 1.8 -3.5 1.8
O 7.109350 -2.306100 17.664790 1.2 3.1 1.6
O 9.169540 -0.931760 18.169490 -0.7 -0.2 -1.9
H 10.538570 -0.184240 19.427440 0.2 0.4 -0.7
H 9.546160 1.113910 18.648660 0.1 -0.3 -0.5
H 8.254820 0.861960 20.702910 0.1 0.5 -0.8
H 9.105210 -0.496440 21.097450 -0.1 -1.0 -0.4



[3]
78
Properties=species:S:1:pos:R:3:forces:R:3 method="wB97M-V/def2-TZVPD" e_above_lowest_ev=0.000 gap_ev=6.2 charge=+2
Y 0.672885 -0.155352 -0.203706 0.0 -0.5 0.0
C -2.182622 -3.958072 -0.613933 -2.1 0.6 0.3
C -1.535209 -2.674713 -0.208054 0.9 -0.4 -2.6
N -0.654095 -2.105074 -0.953518 -0.4 0.4 0.7
C -0.055721 -2.615845 -2.162083 0.3 -0.6 0.0
C 1.492918 -2.749935 -1.910492 0.5 -0.6 0.5
N 1.898952 -2.251398 -0.569233 -0.2 0.3 0.4
C 3.350288 -2.182055 -0.284589 0.2 -1.4 0.3
C 3.966026 -0.875692 -0.767516 -0.2 -0.1 0.4
N 3.160472 0.298112 -0.353987 -0.5 -0.3 -0.2
C 3.570798 1.026686 0.857462 -1.5 -1.4 1.3
C 3.150565 0.191723 2.079146 0.2 -1.2 0.7
N 1.776927 -0.352205 1.950670 -0.3 1.0 0.6
C 1.039026 -0.505214 2.994527 0.9 -0.8 0.5
C 1.575104 -0.404560 4.423139 0.4 0.1 -1.3
C -0.321666 -1.094458 2.760968 -1.1 0.3 0.6
C -1.293508 -1.367609 3.761170 2.2 0.3 -1.0
C -2.403662 -2.018214 3.359802 -1.4 -0.4 0.2
C -2.605943 -2.454402 2.056413 -0.9 -0.3 -0.5
C -1.679948 -2.095264 1.111960 0.6 0.2 1.9
N -0.601870 -1.374345 1.513854 0.4 -0.4 -1.2
H -2.473622 -4.027837 -1.666041 0.3 0.2 0.2
H -3.092502 -4.188243 -0.041137 0.1 0.5 -0.1
H -1.590451 -4.779083 -0.349685 1.4 -1.3 0.2
H -0.275725 -1.913621 -2.949718 0.4 0.3 -0.1
H -0.475531 -3.532527 -2.546613 0.0 -0.7 0.3
H 2.056257 -2.124830 -2.584210 0.0 0.2 -0.6
H 1.911838 -3.770829 -2.056887 -0.7 0.4 0.0
H 1.469630 -2.738144 0.222421 0.0 -0.3 -0.7
H 3.884615 -3.073810 -0.712193 -0.3 0.9 0.0
H 3.438975 -2.361770 0.801859 0.1 0.5 -0.4
H 3.987200 -0.932580 -1.859577 0.1 0.3 0.1
H 4.985330 -0.759076 -0.397781 0.2 -0.2 -0.1
H 3.282934 0.994973 -1.042720 0.0 0.7 -1.3
H 3.087549 2.003206 0.874990 0.2 -0.1 -0.1
H 4.622329 1.063168 0.916448 1.4 0.6 -0.1
H 3.348000 0.699787 3.057221 -0.3 -0.3 -1.0
H 3.762695 -0.752375 2.066908 -0.1 0.9 0.2
H 1.846887 0.644031 4.573833 0.2 -0.3 0.2
H 2.450903 -1.079077 4.513102 -0.3 0.5 0.0
H 0.862865 -0.684518 5.168626 -0.4 -0.1 0.3
H -1.056322 -1.156239 4.771762 -0.2 0.2 0.8
H -3.183321 -2.233543 4.057229 -0.3 -0.2 0.5
H -3.496371 -3.062362 1.820039 0.6 0.4 0.1
C 1.850988 0.355466 -4.030983 0.4 -2.4 0.8
C 0.751039 1.065654 -3.430293 -2.5 2.6 0.7
O 0.011707 0.254346 -2.467960 -0.5 -0.2 0.2
C -1.479164 0.541830 -2.583772 1.8 -0.4 0.0
C -1.997227 -0.059575 -3.881896 -0.4 1.0 0.5
H 2.489892 0.945349 -4.606427 0.5 1.1 -1.5
H 1.466739 -0.528115 -4.572708 0.7 0.3 0.2
H 2.519713 0.102577 -3.205131 0.1 -0.8 0.0
H -0.034872 1.361545 -4.164863 1.1 0.1 0.3
H 1.099152 1.976600 -2.878093 -0.4 -0.5 -0.5
H -1.430282 1.629597 -2.499358 -1.0 0.0 -0.3
H -1.980972 0.124425 -1.710992 0.3 -0.1 0.0
H -1.755356 0.643760 -4.672002 -0.2 -0.4 -0.5
H -3.079073 -0.157263 -3.814121 -0.1 0.1 -0.1
H -1.611979 -1.049899 -4.086299 0.2 0.0 0.0
C -2.535095 5.579874 0.074213 1.0 0.0 -2.3
C -1.222808 5.029752 0.504094 -1.0 -1.3 2.1
O -1.210267 3.597293 0.176097 0.8 -0.8 0.2
P -0.346268 2.468399 0.919964 -0.1 0.6 -0.3
O 0.875519 1.979713 0.128793 -0.2 0.7 -0.5
Te 0.279039 2.770103 3.138431 -0.6 0.4 0.0
O -1.299987 1.142584 0.517891 0.5 0.8 0.5
C -2.711000 1.214137 0.662836 -1.9 0.0 1.4
C -3.318417 1.605231 2.085404 -0.3 -1.2 -0.9
H -2.621752 6.599495 0.308281 -0.1 1.4 0.5
H -3.386347 5.083061 0.364436 -1.8 -1.3 1.6
H -2.659925 5.522424 -1.021715 0.6 0.1 0.2
H -1.009790 5.104652 1.596395 -0.4 0.1 -0.7
H -0.448895 5.500839 0.000933 1.6 0.7 -1.1
H -3.108953 0.216254 0.437610 0.3 0.1 -0.1
H -3.121836 1.900115 -0.082069 0.2 0.0 0.1
H -2.910090 1.068209 2.949192 0.5 0.2 -0.4
H -4.362953 1.233488 2.067877 0.4 0.3 -0.3
H -3.374355 2.661262 2.296362 0.3 0.3 -0.1



| no. | DFT total energy (eV) |
| --- | --- |
| 1 | -58876.5559 |
| 2 | -87861.3102 |
| 3 | -57806.7454 |